Entry from the OMol25 dataset: a molecular structure, C12H20AlO7 (ωB97M-V/def2-TZVPD).

XYZ file:
```
40
Properties=species:S:1:pos:R:3:mulliken_charge:R:1
C 0.24 -0.56 -1.78 -0.85
C -0.59 0.40 -2.57 0.55
O -0.47 0.59 -3.75 -0.61
O -1.48 1.15 -1.81 -0.35
C -2.66 0.45 -1.37 0.31
O -3.02 0.71 -0.24 -0.56
C -3.35 -0.43 -2.33 -0.56
Al -4.23 -2.12 -1.53 0.13
H 1.23 -0.54 -2.23 0.44
H 0.26 -0.27 -0.75 0.15
H -0.18 -1.56 -1.83 0.37
H -2.70 -0.73 -3.14 0.27
H -4.15 0.17 -2.75 0.41
H -3.76 -3.34 -2.49 -0.27
H -5.85 -1.96 -1.62 -0.27
H -3.83 -2.37 0.01 -0.22
O 2.70 1.98 1.82 -0.62
C 2.12 2.57 0.95 0.53
O 1.66 1.97 -0.16 -0.26
C 1.09 2.93 -1.07 0.09
C 0.72 4.12 -0.18 -0.65
C 1.79 4.05 0.91 -0.46
H 1.85 3.19 -1.81 0.23
H 0.22 2.50 -1.56 0.00
H 0.70 5.06 -0.73 0.36
H -0.26 3.95 0.25 0.31
H 2.70 4.59 0.63 0.24
H 1.44 4.39 1.87 0.32
O -0.11 -2.64 0.36 -0.46
C 0.59 -2.71 1.33 0.40
O 0.84 -3.88 1.98 -0.41
C 1.61 -3.63 3.16 -0.43
C 2.30 -2.29 2.92 -0.63
C 1.28 -1.57 2.05 0.01
H 0.93 -3.60 4.01 0.25
H 2.31 -4.45 3.30 0.32
H 2.56 -1.77 3.84 0.35
H 3.22 -2.45 2.35 0.27
H 0.54 -1.03 2.64 0.28
H 1.74 -0.88 1.33 0.01
```

## Properties
**Lowest unoccupied orbital energy**: 2.54 eV
**Charge**: -1
**HOMO level**: -4.96 eV
**Relative energy (zero: lowest compared OMol25 entry of this formula, charge and spin)**: 0.000 eV

***

Entry from the OMol25 dataset: a molecular structure, C12H20Cl2InN2 (ωB97M-V/def2-TZVPD).

XYZ file:
```
37
Properties=species:S:1:pos:R:3:mulliken_charge:R:1
In 0.17 0.83 -0.32 0.60
Cl 1.84 0.63 -1.99 -0.59
Cl -1.07 1.85 1.56 -0.61
C -1.49 1.30 -1.58 -1.26
H -2.25 1.88 -1.06 0.34
H -1.18 1.75 -2.53 0.37
C -1.44 -1.10 -0.74 -0.43
C -1.92 -0.23 -1.79 0.30
H -1.69 -0.77 0.29 0.49
C -1.42 -0.67 -3.20 -0.58
H -3.03 -0.31 -1.86 0.35
C -1.72 -2.14 -3.44 -0.90
H -1.89 -0.03 -3.96 0.38
H -0.33 -0.50 -3.24 0.11
C -1.05 -3.01 -2.40 -0.50
H -2.80 -2.30 -3.40 0.33
H -1.41 -2.41 -4.45 0.34
C -1.46 -2.55 -0.98 -0.94
H -1.33 -4.07 -2.52 0.31
H 0.04 -2.94 -2.49 0.28
H -2.51 -2.89 -0.86 0.27
H -0.87 -3.07 -0.21 0.21
C 2.99 3.81 3.42 -1.10
C 2.73 2.50 2.81 0.75
C 3.14 1.18 3.04 -1.07
C 2.50 0.38 2.06 0.52
N 1.78 1.18 1.26 -0.22
N 1.92 2.44 1.74 0.02
C 2.49 -1.09 1.90 -0.93
H 2.76 3.83 4.49 0.29
H 4.04 4.11 3.29 0.25
H 2.37 4.57 2.92 0.29
H 3.78 0.83 3.83 0.37
H 1.29 3.19 1.44 0.28
H 3.49 -1.48 1.68 0.29
H 2.14 -1.58 2.83 0.26
H 1.81 -1.39 1.08 0.13
```

## Properties
**Lowest unoccupied orbital energy**: 2.62 eV
**Charge**: -1
**HOMO level**: -2.65 eV
**Relative energy (zero: lowest compared OMol25 entry of this formula, charge and spin)**: 1.385 eV

***

Entry from the OMol25 dataset: a molecular structure, C12H20Cl2InN2 (ωB97M-V/def2-TZVPD).

XYZ file:
```
37
Properties=species:S:1:pos:R:3:mulliken_charge:R:1
In -1.74 -0.38 -0.28 0.63
Cl -0.41 0.06 -2.24 -0.55
Cl -1.75 -1.07 1.99 -0.56
C -3.54 0.70 -0.45 -1.25
H -4.29 0.79 0.36 0.34
H -3.89 1.11 -1.41 0.17
C 1.41 -2.03 0.16 -0.08
C 0.29 -2.52 -0.29 -0.92
H 1.46 -1.56 1.15 0.37
C 0.08 -3.14 -1.66 -0.46
H -0.58 -2.65 0.39 0.85
C 1.41 -3.33 -2.41 -0.79
H -0.47 -4.10 -1.60 0.37
H -0.56 -2.47 -2.25 0.23
C 2.40 -2.20 -2.12 -0.52
H 1.84 -4.28 -2.11 0.30
H 1.21 -3.38 -3.49 0.33
C 2.68 -2.10 -0.61 -0.77
H 3.34 -2.38 -2.67 0.34
H 1.95 -1.26 -2.47 0.14
H 3.25 -2.99 -0.32 0.34
H 3.32 -1.23 -0.38 0.32
C -2.29 4.72 2.02 -1.14
C -1.40 3.71 1.41 0.62
C -0.04 3.74 1.14 -1.05
C 0.28 2.48 0.56 0.31
N -0.84 1.74 0.52 -0.13
N -1.83 2.50 1.02 0.40
C 1.60 2.06 0.05 -0.77
H -1.94 4.97 3.04 0.26
H -2.27 5.65 1.43 0.28
H -3.32 4.36 2.08 0.30
H 0.64 4.55 1.30 0.39
H -2.79 2.15 0.93 0.13
H 2.08 2.92 -0.44 0.35
H 2.26 1.74 0.87 0.21
H 1.50 1.25 -0.69 0.02
```

## Properties
**Lowest unoccupied orbital energy (alpha / beta)**: 2.97 / 2.97 eV
**Charge**: -1
**HOMO level (alpha / beta)**: -2.18 / -2.18 eV
**Relative energy (zero: lowest compared OMol25 entry of this formula, charge and spin)**: 2.377 eV

***

| no. | maximum force (Eh/bohr) |
| --- | --- |
| 1 | 0.04222 |
| 2 | 0.07808 |
| 3 | 0.05713 |